Formula: C74H150N2O30S14
Source: the OMol25 dataset
Level of theory: wB97M-V/def2-TZVPD

Last column: Mulliken charge in e.
CARTESIAN COORDINATES (ANGSTROEM)
C  -24.86  1.80  -23.46  -0.192
C  -24.87  3.25  -22.91  -0.443
C  -23.39  3.72  -22.70  0.818
S  -22.73  2.32  -21.79  0.980
O  -23.10  2.49  -20.42  -0.642
O  -21.32  2.07  -22.14  -0.657
C  -23.92  1.04  -22.54  -0.921
H  -24.52  1.72  -24.49  -0.063
H  -25.79  1.22  -23.48  0.454
H  -25.48  3.52  -22.05  0.186
H  -25.36  3.99  -23.53  0.300
H  -23.00  4.56  -22.13  0.150
H  -22.89  3.79  -23.66  -0.808
H  -24.30  0.34  -21.79  0.394
H  -23.28  0.47  -23.22  0.462
C  -18.41  8.35  -23.49  -0.579
C  -18.74  6.99  -23.04  0.889
C  -17.55  6.42  -22.31  -1.164
S  -16.72  7.88  -21.43  1.169
O  -15.48  8.13  -22.09  -0.680
O  -16.72  7.87  -19.96  -0.631
C  -17.94  9.09  -22.16  -0.538
H  -19.13  8.94  -24.05  -0.083
H  -17.55  8.39  -24.15  0.437
H  -19.08  6.36  -23.86  -0.166
H  -19.58  7.03  -22.34  -0.155
H  -16.82  5.90  -22.93  0.476
H  -17.89  5.73  -21.54  0.542
H  -17.45  10.07  -22.18  0.573
H  -18.79  9.06  -21.49  -0.013
C  -20.11  5.71  -17.54  -1.108
C  -19.47  6.81  -18.39  0.117
C  -20.50  8.00  -18.44  -0.581
S  -22.15  7.18  -18.60  1.265
O  -22.57  7.12  -20.00  -0.142
O  -22.98  8.01  -17.76  -0.835
C  -21.61  5.50  -17.93  -0.655
H  -20.13  5.88  -16.47  0.298
H  -19.56  4.79  -17.77  0.488
H  -19.27  6.32  -19.34  -0.235
H  -18.57  7.18  -17.89  0.442
H  -20.43  8.72  -19.26  -0.079
H  -20.47  8.63  -17.55  0.367
H  -21.68  4.80  -18.76  0.075
H  -22.36  5.30  -17.17  0.586
C  -25.22  4.59  -19.00  0.508
C  -25.68  5.61  -20.06  0.774
C  -26.28  6.77  -19.34  -0.568
S  -27.13  6.19  -17.86  1.092
O  -28.57  6.14  -18.11  -0.665
O  -26.65  6.84  -16.64  -0.664
C  -26.35  4.51  -17.99  -1.095
H  -24.31  4.83  -18.45  -0.499
H  -25.04  3.62  -19.48  0.201
H  -26.53  5.14  -20.54  0.509
H  -24.88  6.04  -20.66  -0.899
H  -27.03  7.31  -19.90  0.598
H  -25.59  7.57  -19.09  -0.216
H  -27.14  3.78  -18.18  0.416
H  -25.95  4.27  -17.00  0.493
C  -23.29  13.64  -29.74  -0.371
C  -23.93  12.54  -28.87  2.147
C  -25.34  12.23  -29.30  0.034
S  -25.72  13.29  -30.74  1.145
O  -26.36  14.52  -30.25  -0.666
O  -26.37  12.46  -31.73  -0.646
C  -23.96  13.65  -31.10  -0.867
H  -22.20  13.64  -29.79  0.475
H  -23.57  14.60  -29.31  0.051
H  -24.11  12.67  -27.81  -1.032
H  -23.42  11.59  -29.00  -0.629
H  -26.10  12.44  -28.55  0.428
H  -25.42  11.19  -29.61  -0.725
H  -23.95  14.55  -31.72  0.611
H  -23.64  12.80  -31.69  0.124
C  -23.09  4.67  -27.85  1.119
C  -22.50  3.51  -28.66  -0.337
C  -23.77  2.62  -28.96  -1.097
S  -25.03  2.83  -27.63  1.195
O  -25.24  1.60  -26.86  -0.702
O  -26.15  3.52  -28.21  -0.679
C  -24.04  4.11  -26.78  0.920
H  -23.61  5.37  -28.51  -0.780
H  -22.36  5.27  -27.32  -0.060
H  -21.74  2.95  -28.11  -0.306
H  -21.89  3.86  -29.49  0.632
H  -23.53  1.56  -28.88  0.597
H  -24.19  2.98  -29.90  0.288
H  -23.38  3.61  -26.07  -0.933
H  -24.77  4.77  -26.30  0.281
C  -20.34  10.09  -28.95  0.964
C  -20.07  11.35  -29.71  -0.270
C  -19.79  12.45  -28.64  -0.520
S  -18.83  11.57  -27.29  0.933
O  -19.45  11.63  -25.99  -0.336
O  -17.39  11.92  -27.38  -0.765
C  -19.18  9.87  -28.06  -1.286
H  -20.35  9.22  -29.60  0.380
H  -21.29  10.04  -28.42  -0.812
H  -20.94  11.73  -30.25  -0.036
H  -19.26  11.10  -30.40  0.480
H  -20.62  12.92  -28.10  -0.111
H  -19.09  13.19  -29.02  0.489
H  -19.25  9.10  -27.30  0.466
H  -18.23  9.77  -28.59  0.472
C  -18.90  13.82  -23.17  -0.820
C  -19.44  14.90  -22.19  -0.196
C  -19.65  14.10  -20.86  -0.852
S  -19.97  12.34  -21.31  1.210
O  -21.41  12.04  -21.22  -0.332
O  -18.99  11.52  -20.63  -0.824
C  -19.66  12.51  -23.06  1.637
H  -17.82  13.73  -23.05  0.315
H  -18.99  14.29  -24.15  0.413
H  -20.39  15.22  -22.62  -0.177
H  -18.97  15.88  -22.13  0.484
H  -20.57  14.29  -20.31  0.418
H  -18.70  14.10  -20.31  0.367
H  -20.67  12.63  -23.46  -1.525
H  -19.24  11.59  -23.45  -0.107
C  -24.89  11.44  -20.88  0.019
C  -24.19  10.46  -19.94  1.015
C  -24.10  11.18  -18.57  -1.200
S  -23.77  13.05  -18.89  1.096
O  -22.33  13.39  -18.81  -0.590
O  -24.77  13.78  -18.09  -0.733
C  -24.43  12.86  -20.58  -0.144
H  -25.97  11.31  -20.86  0.506
H  -24.65  11.13  -21.90  -0.619
H  -23.17  10.21  -20.24  -0.134
H  -24.80  9.56  -19.94  -0.322
H  -23.35  10.86  -17.85  0.584
H  -25.06  11.23  -18.05  0.433
H  -23.68  13.17  -21.31  -0.475
H  -25.25  13.56  -20.70  0.658
C  -30.00  6.87  -24.47  -0.233
C  -29.39  6.55  -23.13  -0.124
C  -30.44  5.87  -22.13  -0.804
S  -32.15  6.37  -22.78  1.149
O  -32.78  7.14  -21.72  -0.663
O  -32.76  5.18  -23.37  -0.640
C  -31.39  7.46  -24.13  -0.752
H  -30.17  6.02  -25.13  0.426
H  -29.33  7.46  -25.10  -0.298
H  -29.13  7.55  -22.78  0.104
H  -28.42  6.07  -23.24  0.249
H  -30.50  6.31  -21.13  0.366
H  -30.42  4.78  -22.05  0.422
H  -31.28  8.41  -23.61  0.164
H  -32.04  7.73  -24.97  0.669
C  -17.56  2.87  -25.14  -0.520
C  -17.78  2.09  -26.42  -0.603
C  -18.94  2.77  -27.13  -1.029
S  -20.12  3.34  -25.82  1.149
O  -21.23  2.46  -25.65  -0.720
O  -20.39  4.78  -26.05  -0.526
C  -18.88  3.07  -24.46  -0.464
H  -17.33  3.91  -25.36  0.254
H  -16.89  2.44  -24.40  0.363
H  -18.04  1.07  -26.14  0.323
H  -16.85  2.13  -26.98  0.374
H  -19.47  2.25  -27.92  0.533
H  -18.49  3.64  -27.62  0.346
H  -19.34  2.21  -23.98  0.419
H  -19.02  3.92  -23.80  0.016
C  -29.51  9.84  -27.81  0.889
C  -29.35  10.68  -29.13  -0.513
C  -30.70  10.57  -29.80  -0.874
S  -31.22  8.89  -29.52  1.190
O  -30.82  8.04  -30.64  -0.667
O  -32.60  8.78  -29.05  -0.700
C  -30.10  8.45  -28.13  -0.516
H  -30.17  10.40  -27.15  -0.017
H  -28.56  9.76  -27.27  -0.655
H  -28.60  10.37  -29.86  -0.065
H  -29.02  11.70  -28.90  0.454
H  -30.86  10.73  -30.86  0.531
H  -31.45  11.21  -29.32  0.370
H  -29.37  7.71  -28.46  0.459
H  -30.64  8.13  -27.25  0.106
C  -23.13  14.20  -24.05  0.461
C  -22.69  14.34  -25.55  0.368
C  -23.46  15.54  -26.08  -1.095
S  -25.24  15.23  -25.48  1.036
O  -25.93  14.30  -26.39  -0.380
O  -25.77  16.51  -25.01  -0.757
C  -24.67  14.17  -24.05  -0.457
H  -22.92  15.17  -23.60  0.329
H  -22.54  13.42  -23.55  -0.838
H  -22.85  13.50  -26.23  -0.533
H  -21.62  14.55  -25.49  0.312
H  -23.43  15.84  -27.12  0.441
H  -23.25  16.44  -25.51  0.452
H  -24.98  13.15  -24.25  -0.022
H  -25.26  14.45  -23.18  0.645
C  -31.00  12.97  -25.22  -0.637
C  -31.66  13.36  -23.85  -0.707
C  -30.59  13.11  -22.74  -0.801
S  -29.12  12.37  -23.52  1.093
O  -29.39  10.91  -23.54  -0.521
O  -27.95  12.86  -22.77  -0.668
C  -29.45  13.17  -25.15  -0.456
H  -31.58  13.48  -25.99  0.562
H  -31.15  11.89  -25.24  0.092
H  -32.52  12.71  -23.72  0.315
H  -31.90  14.42  -23.77  0.322
H  -30.91  12.58  -21.85  0.467
H  -30.28  14.10  -22.42  0.342
H  -28.85  12.75  -25.96  0.225
H  -29.30  14.23  -24.96  0.389
C  -24.30  6.85  -30.72  -1.740
C  -24.94  7.85  -31.72  2.552
C  -24.26  9.18  -31.68  -1.078
C  -22.86  9.30  -32.29  0.000
C  -22.88  8.84  -33.72  -1.937
C  -23.76  7.57  -33.99  1.772
N  -24.95  7.41  -33.13  0.480
O  -25.97  6.55  -33.64  -0.448
C  -24.21  7.59  -35.46  -1.875
C  -22.84  6.40  -33.78  -1.710
C  -26.35  8.09  -31.24  -2.139
H  -23.28  6.57  -31.00  0.359
H  -24.90  5.95  -30.79  0.626
H  -24.22  7.33  -29.74  -0.330
H  -24.91  9.83  -32.27  0.665
H  -24.18  9.49  -30.64  -0.272
H  -22.24  8.65  -31.69  0.021
H  -22.49  10.32  -32.28  0.176
H  -21.83  8.58  -33.89  0.465
H  -23.21  9.69  -34.32  0.388
H  -24.88  8.41  -35.73  0.447
H  -23.38  7.72  -36.15  0.447
H  -24.80  6.72  -35.75  0.382
H  -22.08  6.80  -33.10  0.412
H  -23.36  5.57  -33.31  0.145
H  -22.25  6.11  -34.65  0.426
H  -26.38  8.76  -30.38  0.048
H  -26.97  7.20  -31.16  0.505
H  -26.79  8.68  -32.04  0.616
H  -25.75  5.63  -33.44  0.340
C  -22.02  9.91  -23.96  -1.339
C  -22.86  8.83  -24.61  2.413
C  -23.30  7.96  -23.39  -0.586
C  -24.36  6.94  -23.72  1.505
C  -25.62  7.70  -24.21  -2.230
C  -25.41  8.70  -25.40  3.511
N  -24.04  9.41  -25.25  -0.069
O  -23.81  10.39  -26.17  0.979
C  -25.47  7.95  -26.71  -0.980
C  -26.50  9.79  -25.24  -1.691
C  -21.96  7.98  -25.51  0.521
H  -22.59  10.74  -23.54  0.002
H  -21.46  10.38  -24.77  -0.166
H  -21.39  9.61  -23.12  0.047
H  -22.50  7.39  -22.93  0.653
H  -23.87  8.60  -22.72  -0.463
H  -24.59  6.39  -22.81  -1.097
H  -23.86  6.30  -24.45  -0.553
H  -26.26  8.10  -23.42  0.321
H  -26.25  6.89  -24.57  0.478
H  -25.95  8.53  -27.50  0.060
H  -24.47  7.70  -27.03  -0.456
H  -26.09  7.05  -26.68  0.656
H  -26.42  10.41  -24.35  0.176
H  -26.39  10.41  -26.13  0.310
H  -27.53  9.44  -25.33  -0.234
H  -21.47  8.63  -26.23  -0.723
H  -22.70  7.36  -26.01  -0.623
H  -21.18  7.42  -24.98  -0.275
H  -23.62  9.82  -26.92  -0.259

## Properties
**Maximum force**: 4.4 eV Å⁻¹
**Orbital gap**: 7.98 eV